Entry 1:
C57H124N6O9 | ωB97M-V/def2-TZVPD

Each line ends with the Löwdin charge.
Atoms and positions in Å:
C (0.942, 3.090, 4.760)  -0.037
C (-0.472, 2.854, 5.267)  -0.493
C (-1.508, 3.337, 4.186)  -0.005
C (-0.652, 1.372, 5.513)  -0.147
C (-1.828, 1.003, 6.401)  -0.166
C (-1.760, 1.828, 7.711)  -0.140
C (-1.715, 3.307, 7.491)  -0.502
C (-3.059, 3.913, 7.004)  -0.023
C (-1.351, 3.949, 8.863)  -0.035
N (-0.563, 3.549, 6.567)  -0.111
O (-0.343, 4.894, 6.405)  -0.021
H (1.160, 4.167, 4.635)  0.092
H (1.606, 2.776, 5.558)  0.086
H (1.206, 2.453, 3.899)  0.072
H (-1.265, 2.907, 3.205)  0.073
H (-2.508, 2.971, 4.386)  0.061
H (-1.476, 4.434, 4.040)  0.082
H (-0.611, 0.824, 4.587)  0.108
H (0.181, 0.922, 6.054)  0.120
H (-2.781, 1.154, 5.891)  0.097
H (-1.843, -0.047, 6.613)  0.101
H (-0.916, 1.454, 8.291)  0.122
H (-2.673, 1.644, 8.305)  0.130
H (-2.985, 4.922, 6.541)  0.086
H (-3.729, 3.948, 7.879)  0.085
H (-3.580, 3.316, 6.233)  0.068
H (-2.139, 3.881, 9.597)  0.074
H (-1.122, 5.030, 8.832)  0.084
H (-0.420, 3.484, 9.191)  0.084
H (-1.042, 5.227, 5.849)  0.064
C (-6.489, -2.132, -4.335)  -0.017
C (-6.135, -0.789, -3.623)  -0.488
C (-6.904, 0.271, -4.398)  -0.054
C (-6.654, -0.815, -2.171)  -0.131
C (-5.723, -1.619, -1.267)  -0.185
C (-4.299, -1.130, -1.370)  -0.159
C (-3.740, -1.178, -2.743)  -0.554
C (-2.411, -0.439, -2.714)  -0.037
C (-3.346, -2.611, -3.115)  -0.009
N (-4.677, -0.461, -3.579)  -0.080
O (-4.137, -0.460, -4.879)  -0.032
H (-6.439, -2.959, -3.640)  0.063
H (-7.520, -1.998, -4.642)  0.070
H (-5.820, -2.260, -5.201)  0.091
H (-6.847, 1.281, -3.986)  0.085
H (-6.549, 0.392, -5.433)  0.085
H (-7.948, -0.010, -4.490)  0.079
H (-6.591, 0.175, -1.741)  0.113
H (-7.686, -1.112, -2.189)  0.118
H (-6.085, -1.504, -0.234)  0.116
H (-5.804, -2.680, -1.564)  0.101
H (-3.682, -1.739, -0.720)  0.089
H (-4.334, -0.094, -0.979)  0.139
H (-1.848, -0.612, -3.630)  0.077
H (-1.788, -0.797, -1.919)  0.056
H (-2.620, 0.639, -2.566)  0.106
H (-3.002, -2.664, -4.146)  0.089
H (-4.208, -3.293, -3.035)  0.075
H (-2.657, -2.992, -2.373)  0.074
H (-4.174, 0.483, -5.145)  0.122
C (4.781, -4.475, -3.400)  -0.017
C (3.849, -3.388, -3.993)  -0.539
C (4.746, -2.388, -4.746)  -0.035
C (2.874, -3.810, -5.020)  -0.177
C (1.780, -4.717, -4.480)  -0.171
C (1.071, -3.871, -3.434)  -0.139
C (1.977, -3.386, -2.294)  -0.494
C (1.214, -2.363, -1.500)  -0.059
C (2.336, -4.518, -1.277)  0.000
N (3.086, -2.674, -2.958)  -0.094
O (3.978, -2.271, -1.982)  -0.040
H (4.394, -5.219, -2.711)  0.060
H (5.363, -4.996, -4.217)  0.102
H (5.555, -3.898, -2.838)  0.088
H (5.450, -1.913, -4.062)  0.079
H (5.239, -2.868, -5.627)  0.101
H (4.082, -1.610, -5.155)  0.069
H (2.306, -2.959, -5.415)  0.122
H (3.422, -4.291, -5.846)  0.131
H (1.086, -5.028, -5.261)  0.113
H (2.230, -5.622, -4.089)  0.103
H (0.195, -4.386, -3.019)  0.121
H (0.688, -2.990, -3.991)  0.125
H (0.265, -2.791, -1.164)  0.076
H (0.893, -1.465, -2.044)  0.070
H (1.712, -2.064, -0.579)  0.082
H (1.576, -4.545, -0.522)  0.069
H (3.316, -4.314, -0.865)  0.081
H (2.319, -5.458, -1.815)  0.069
H (3.832, -1.310, -1.864)  0.102
C (-5.835, -4.461, 1.923)  -0.046
C (-4.344, -4.532, 2.167)  -0.495
C (-4.099, -5.684, 3.182)  -0.013
C (-3.712, -4.813, 0.805)  -0.145
C (-2.220, -4.633, 0.879)  -0.151
C (-1.937, -3.177, 1.282)  -0.155
C (-2.473, -2.791, 2.613)  -0.538
C (-1.621, -3.402, 3.728)  -0.020
C (-2.319, -1.282, 2.765)  -0.034
N (-3.900, -3.162, 2.608)  -0.071
O (-4.329, -3.012, 3.921)  -0.038
H (-6.251, -5.454, 1.709)  0.092
H (-6.069, -3.893, 1.017)  0.072
H (-6.422, -4.092, 2.761)  0.081
H (-4.263, -6.641, 2.664)  0.090
H (-4.864, -5.723, 3.939)  0.074
H (-3.099, -5.663, 3.588)  0.060
H (-4.083, -5.754, 0.457)  0.118
H (-4.152, -4.079, 0.144)  0.098
H (-1.772, -4.784, -0.130)  0.115
H (-1.712, -5.319, 1.546)  0.105
H (-2.402, -2.574, 0.500)  0.094
H (-0.880, -2.929, 1.279)  0.120
H (-1.443, -4.463, 3.559)  0.066
H (-0.620, -2.950, 3.668)  0.088
H (-2.013, -3.178, 4.724)  0.089
H (-1.294, -0.932, 2.608)  0.075
H (-2.834, -0.708, 1.951)  0.093
H (-2.656, -0.855, 3.704)  0.072
H (-5.074, -2.382, 3.917)  0.119
C (4.811, -1.349, 3.685)  -0.026
C (3.993, -0.081, 3.479)  -0.505
C (2.686, -0.139, 4.297)  -0.034
C (4.739, 1.116, 4.029)  -0.155
C (5.857, 1.604, 3.137)  -0.195
C (5.299, 1.990, 1.786)  -0.129
C (4.552, 0.787, 1.137)  -0.512
C (3.864, 1.360, -0.100)  -0.031
C (5.591, -0.274, 0.727)  0.002
N (3.567, 0.373, 2.125)  -0.082
O (2.848, -0.680, 1.537)  -0.054
H (4.390, -2.150, 3.082)  0.087
H (5.864, -1.321, 3.454)  0.060
H (4.755, -1.622, 4.752)  0.092
H (2.038, -0.936, 3.910)  0.083
H (2.804, -0.289, 5.390)  0.101
H (2.185, 0.808, 4.106)  0.042
H (4.087, 2.003, 4.123)  0.123
H (5.149, 0.872, 5.019)  0.130
H (6.342, 2.406, 3.649)  0.100
H (6.676, 0.876, 3.063)  0.111
H (6.098, 2.272, 1.067)  0.127
H (4.567, 2.771, 1.966)  0.114
H (4.596, 1.893, -0.744)  0.096
H (3.151, 2.121, 0.219)  0.069
H (3.336, 0.578, -0.664)  0.072
H (6.073, -0.739, 1.559)  0.054
H (6.264, 0.240, 0.030)  0.094
H (5.090, -0.993, 0.106)  0.062
H (1.953, -0.261, 1.505)  0.069
C (2.537, 1.165, -5.259)  -0.012
C (1.681, 2.123, -4.392)  -0.525
C (0.444, 1.337, -4.012)  -0.056
C (2.357, 2.466, -3.123)  -0.162
C (3.508, 3.468, -3.274)  -0.154
C (2.888, 4.718, -3.873)  -0.153
C (2.307, 4.443, -5.223)  -0.497
C (1.492, 5.709, -5.652)  -0.034
C (3.241, 4.087, -6.377)  -0.023
N (1.221, 3.378, -5.045)  -0.096
O (0.508, 3.098, -6.207)  -0.021
H (3.610, 1.381, -5.147)  0.079
H (2.406, 0.158, -4.827)  0.077
H (2.232, 1.089, -6.287)  0.075
H (-0.153, 0.974, -4.873)  0.098
H (0.685, 0.432, -3.475)  0.060
H (-0.178, 1.963, -3.369)  0.082
H (1.697, 2.855, -2.340)  0.111
H (2.714, 1.550, -2.653)  0.106
H (3.796, 3.639, -2.242)  0.098
H (4.364, 3.138, -3.873)  0.115
H (3.666, 5.525, -3.944)  0.139
H (2.110, 5.135, -3.195)  0.121
H (0.733, 5.971, -4.935)  0.070
H (0.971, 5.580, -6.601)  0.078
H (2.247, 6.509, -5.684)  0.085
H (3.876, 3.233, -6.168)  0.063
H (3.873, 4.979, -6.519)  0.095
H (2.693, 3.957, -7.318)  0.088
H (1.127, 2.626, -6.783)  0.075
O (1.105, 3.546, 0.718)  -0.109
C (-0.097, 4.392, 0.713)  -0.193
C (-0.217, 5.098, -0.605)  -0.233
O (0.941, 5.932, -0.705)  -0.054
H (1.881, 4.123, 0.591)  0.099
H (-0.901, 3.677, 0.845)  0.115
H (-0.037, 5.126, 1.522)  0.125
H (-1.176, 5.642, -0.639)  0.131
H (-0.206, 4.307, -1.391)  0.122
H (0.703, 6.706, -1.188)  0.073
C (-0.101, 0.638, -0.206)  -0.123
O (0.672, 0.866, 0.964)  -0.145
H (-0.036, -0.412, -0.451)  0.039
H (-1.167, 0.842, -0.018)  0.081
H (0.255, 1.254, -1.061)  0.081
H (0.944, 1.793, 0.921)  0.025

energy relative to the best compared isomer or geometry (same formula, charge and spin): 0.00 kJ/mol
gap between HOMO and LUMO: 8.70 eV
SMILES: CC1(C)CCCC(C)(C)N1O.CC1(C)CCCC(C)(C)N1O.CC1(C)CCCC(C)(C)N1O.CC1(C)CCCC(C)(C)N1O.CC1(C)CCCC(C)(C)N1O.CC1(C)CCCC(C)(C)N1O.OCCO.CO
M: 1037.65 g mol⁻¹
spin multiplicity: 1

Entry 2:
C57H132N4O11 | ωB97M-V/def2-TZVPD

Each line ends with the Löwdin charge.
Atoms and positions in Å:
C (-0.606, -1.710, 8.209)  -0.054
C (-0.800, -1.379, 6.749)  -0.507
C (-0.051, -2.426, 5.956)  -0.030
C (-2.304, -1.606, 6.495)  -0.132
C (-2.756, -1.290, 5.022)  -0.163
C (-2.491, 0.212, 4.859)  -0.132
C (-0.985, 0.616, 5.158)  -0.453
C (-0.040, 0.169, 3.987)  -0.028
C (-1.009, 2.122, 5.256)  -0.060
N (-0.542, 0.088, 6.491)  -0.114
O (0.721, 0.490, 6.834)  -0.010
H (-0.974, -2.700, 8.479)  0.090
H (0.461, -1.611, 8.409)  0.080
H (-1.146, -1.014, 8.852)  0.085
H (0.953, -2.708, 6.273)  0.089
H (-0.538, -3.401, 5.913)  0.082
H (0.012, -2.046, 4.937)  0.055
H (-2.611, -2.609, 6.789)  0.114
H (-2.909, -0.926, 7.095)  0.115
H (-2.187, -1.849, 4.279)  0.096
H (-3.826, -1.419, 4.859)  0.091
H (-3.177, 0.757, 5.507)  0.113
H (-2.794, 0.593, 3.884)  0.117
H (1.002, -0.122, 4.118)  0.076
H (0.020, 0.984, 3.265)  0.059
H (-0.464, -0.642, 3.395)  0.063
H (0.024, 2.456, 5.353)  0.077
H (-1.600, 2.524, 6.079)  0.089
H (-1.358, 2.564, 4.323)  0.085
H (0.592, 1.092, 7.570)  0.109
C (5.245, 4.975, 3.261)  -0.039
C (6.016, 3.853, 2.588)  -0.522
C (7.312, 4.567, 2.205)  -0.049
C (6.368, 2.836, 3.633)  -0.201
C (5.324, 1.913, 4.048)  -0.198
C (4.722, 1.132, 2.836)  -0.096
C (4.210, 2.122, 1.722)  -0.392
C (3.945, 1.381, 0.349)  -0.012
C (2.856, 2.659, 2.276)  -0.026
N (5.288, 3.191, 1.479)  -0.094
O (4.924, 4.097, 0.513)  -0.025
H (4.243, 4.611, 3.490)  0.063
H (5.755, 5.319, 4.161)  0.093
H (5.103, 5.789, 2.551)  0.085
H (7.133, 5.393, 1.516)  0.077
H (7.805, 5.097, 3.020)  0.087
H (8.046, 3.907, 1.742)  0.085
H (7.154, 2.169, 3.278)  0.123
H (6.893, 3.380, 4.419)  0.129
H (5.580, 1.337, 4.937)  0.121
H (4.583, 2.586, 4.481)  0.099
H (3.879, 0.508, 3.134)  0.097
H (5.611, 0.539, 2.622)  0.115
H (4.906, 1.162, -0.116)  0.083
H (3.355, 1.957, -0.364)  0.049
H (3.512, 0.392, 0.498)  0.055
H (2.834, 3.192, 3.226)  0.067
H (2.190, 1.815, 2.454)  0.060
H (2.346, 3.310, 1.566)  0.064
H (5.163, 3.681, -0.319)  0.099
C (-6.304, -0.124, -1.640)  -0.040
C (-6.629, -0.843, -0.281)  -0.502
C (-7.128, 0.155, 0.756)  -0.024
C (-7.694, -1.883, -0.657)  -0.157
C (-7.828, -2.873, 0.481)  -0.153
C (-6.393, -3.562, 0.645)  -0.120
C (-5.271, -2.565, 1.065)  -0.492
C (-5.401, -2.369, 2.548)  -0.030
C (-3.960, -3.351, 0.711)  -0.032
N (-5.332, -1.389, 0.162)  -0.074
O (-4.252, -0.458, 0.428)  -0.015
H (-5.846, -0.739, -2.415)  0.074
H (-7.160, 0.339, -2.131)  0.082
H (-5.539, 0.614, -1.397)  0.065
H (-7.398, -0.378, 1.667)  0.061
H (-6.306, 0.803, 1.062)  0.083
H (-7.922, 0.716, 0.263)  0.088
H (-8.692, -1.487, -0.844)  0.124
H (-7.305, -2.396, -1.537)  0.116
H (-8.053, -2.270, 1.361)  0.092
H (-8.578, -3.635, 0.269)  0.106
H (-6.118, -4.024, -0.304)  0.104
H (-6.454, -4.420, 1.315)  0.109
H (-6.216, -1.677, 2.759)  0.075
H (-4.458, -1.993, 2.944)  0.055
H (-5.550, -3.263, 3.154)  0.092
H (-3.067, -2.831, 1.056)  0.065
H (-3.964, -3.579, -0.355)  0.083
H (-3.924, -4.304, 1.239)  0.072
H (-3.560, -0.687, -0.197)  0.046
C (1.775, 4.014, -1.209)  -0.035
C (1.631, 5.304, -2.043)  -0.494
C (0.974, 6.333, -1.127)  -0.022
C (3.083, 5.737, -2.416)  -0.119
C (3.086, 6.816, -3.464)  -0.187
C (2.405, 6.313, -4.740)  -0.139
C (0.938, 5.857, -4.479)  -0.470
C (0.151, 7.178, -4.350)  -0.020
C (0.577, 5.013, -5.668)  -0.035
N (0.792, 5.069, -3.206)  -0.140
O (-0.413, 4.493, -2.968)  -0.008
H (2.499, 4.185, -0.412)  0.060
H (0.780, 3.824, -0.807)  0.084
H (2.038, 3.143, -1.809)  0.078
H (-0.112, 6.248, -1.081)  0.081
H (1.311, 6.350, -0.091)  0.095
H (1.180, 7.329, -1.519)  0.071
H (3.457, 6.181, -1.494)  0.122
H (3.729, 4.890, -2.646)  0.124
H (2.590, 7.734, -3.147)  0.103
H (4.096, 7.035, -3.810)  0.114
H (3.051, 5.496, -5.063)  0.118
H (2.403, 7.083, -5.512)  0.118
H (0.378, 7.840, -5.186)  0.084
H (0.459, 7.779, -3.494)  0.064
H (-0.916, 6.970, -4.275)  0.086
H (1.094, 4.054, -5.641)  0.065
H (0.734, 5.534, -6.612)  0.099
H (-0.429, 4.597, -5.605)  0.086
H (-0.828, 5.046, -2.301)  0.092
C (1.854, -4.501, -2.985)  -0.039
C (2.682, -5.766, -2.679)  -0.407
C (3.825, -5.795, -3.712)  -0.063
O (3.096, -5.744, -1.286)  -0.058
H (1.287, -4.537, -3.916)  0.073
H (2.510, -3.649, -3.166)  0.082
H (1.189, -4.268, -2.154)  0.059
H (2.120, -6.678, -2.880)  0.135
H (3.479, -5.935, -4.736)  0.085
H (4.509, -6.587, -3.408)  0.072
H (4.451, -4.904, -3.753)  0.077
H (3.373, -6.615, -0.996)  0.113
C (1.683, -0.012, -4.142)  -0.043
C (1.256, 1.272, -4.815)  -0.494
C (0.534, 1.021, -6.115)  -0.034
O (0.396, 1.928, -3.920)  -0.065
H (2.462, -0.623, -4.600)  0.087
H (0.802, -0.624, -3.948)  0.060
H (2.116, 0.235, -3.173)  0.075
H (2.162, 1.849, -5.003)  0.139
H (-0.421, 0.510, -5.988)  0.075
H (1.165, 0.476, -6.817)  0.091
H (0.251, 1.974, -6.562)  0.071
H (0.671, 2.844, -3.840)  0.053
C (-1.789, -4.611, -5.591)  -0.058
C (-2.242, -3.327, -4.919)  -0.488
C (-2.043, -3.451, -3.387)  -0.030
O (-1.311, -2.329, -5.347)  -0.074
H (-0.833, -4.891, -5.148)  0.066
H (-1.840, -4.380, -6.655)  0.083
H (-2.491, -5.408, -5.347)  0.078
H (-3.258, -3.067, -5.218)  0.128
H (-2.690, -4.260, -3.046)  0.085
H (-2.327, -2.480, -2.983)  0.061
H (-0.963, -3.597, -3.352)  0.064
H (-1.350, -1.599, -4.725)  0.028
C (4.349, -2.861, 0.242)  -0.045
C (3.332, -3.348, 1.213)  -0.483
C (2.811, -2.281, 2.152)  -0.036
O (2.306, -4.071, 0.506)  -0.089
H (5.178, -2.502, 0.851)  0.086
H (4.003, -1.979, -0.298)  0.073
H (4.648, -3.685, -0.406)  0.079
H (3.770, -4.109, 1.859)  0.137
H (2.398, -1.473, 1.549)  0.055
H (3.488, -1.971, 2.949)  0.088
H (1.902, -2.709, 2.573)  0.075
H (2.697, -4.631, -0.169)  0.014
C (-1.071, -5.955, 3.456)  -0.072
C (-0.274, -5.927, 2.245)  -0.506
C (-0.911, -5.084, 1.075)  -0.032
O (0.982, -5.400, 2.595)  -0.046
H (-0.619, -6.734, 4.070)  0.086
H (-2.147, -6.046, 3.306)  0.089
H (-0.881, -5.113, 4.122)  0.069
H (-0.185, -6.966, 1.930)  0.127
H (-1.905, -5.425, 0.788)  0.063
H (-0.381, -4.927, 0.135)  0.057
H (-1.013, -4.058, 1.430)  0.069
H (1.376, -5.058, 1.789)  0.030
C (0.395, -1.713, -0.897)  -0.038
C (-0.534, -0.730, -0.289)  -0.446
C (-0.127, 0.767, -0.165)  -0.004
O (-1.766, -0.883, -0.999)  -0.095
H (-0.028, -2.715, -0.826)  0.070
H (1.388, -1.734, -0.447)  0.066
H (0.504, -1.497, -1.960)  0.068
H (-0.948, -1.214, 0.595)  0.128
H (-0.958, 1.409, 0.129)  0.082
H (0.252, 1.041, -1.149)  0.067
H (0.708, 0.729, 0.535)  0.060
H (-1.606, -0.446, -1.839)  0.030
C (-2.733, 2.000, -2.813)  -0.043
C (-3.030, 0.703, -3.467)  -0.473
C (-3.893, 0.742, -4.693)  -0.028
O (-1.733, 0.125, -3.640)  -0.092
H (-2.063, 2.688, -3.328)  0.073
H (-2.286, 1.903, -1.824)  0.075
H (-3.691, 2.459, -2.567)  0.089
H (-3.541, 0.072, -2.739)  0.117
H (-4.855, 1.173, -4.416)  0.079
H (-4.127, -0.278, -4.997)  0.082
H (-3.523, 1.405, -5.476)  0.088
H (-1.097, 0.784, -3.930)  0.042

energy relative to the best compared isomer or geometry (same formula, charge and spin): 135.42 kJ/mol
gap between HOMO and LUMO: 8.19 eV
SMILES: CC1(C)CCCC(C)(C)N1O.CC1(C)CCCC(C)(C)N1O.CC1(C)CCCC(C)(C)N1O.CC1(C)CCCC(C)(C)N1O.CC(C)O.CC(C)O.CC(C)O.CC(C)O.CC(C)O.CC(C)O.CC(C)O
M: 1049.70 g mol⁻¹
spin multiplicity: 1